(w)
Molecular formula: C5H10N3S
Method: DFT, ωB97M-V with the def2-TZVPD basis set

As for the total charge: +1.

Each line ends with the Löwdin charge.
Geometry (Å):
C1 -1.5182 0.1299 -2.8734  -0.210
C2 0.0538 0.0137 -1.2513  -0.281
C3 0.1999 0.8093 1.1292  -0.047
C4 1.9569 -0.8052 0.2228  -0.071
C5 0.4938 -0.4169 0.2018  -0.295
N1 0.7918 0.2985 -2.2740  -0.234
N2 -1.2954 0.0527 -1.5871  -0.176
N3 -2.1466 -0.1233 -0.5778  0.154
S1 0.0351 0.3520 -3.6701  1.142
H1 -2.4635 0.2187 -3.4148  0.123
H2 0.4741 1.7213 0.6838  0.066
H3 0.9483 0.7569 2.0141  0.130
H4 -0.7994 0.9973 1.4406  0.051
H5 2.7462 -0.0456 0.1956  0.101
H6 2.1442 -1.5639 -0.4651  0.061
H7 2.1619 -1.2278 1.2301  0.104
H8 -0.0826 -1.2690 0.5137  0.134
H9 -3.0298 -0.5481 -0.7200  0.131
H10 -2.0259 0.6906 0.0108  0.118

(x)
Molecular formula: C5H10N3S
Method: DFT, ωB97M-V with the def2-TZVPD basis set

As for the total charge: +1.

Each line ends with the Löwdin charge.
Geometry (Å):
C1 -4.0777 0.0249 -0.1156  -0.012
C2 0.2586 -1.4409 -0.5270  -0.182
C3 2.7080 -1.2376 0.2714  -0.046
C4 0.3600 1.9794 -0.3976  -0.348
C5 1.2581 -0.5773 0.1700  -0.487
N1 -0.9909 -1.5106 -0.2595  -0.001
N2 -2.0910 -1.4478 0.1033  0.210
N3 -2.8163 0.1930 -0.3324  0.106
S1 1.1015 0.6090 -1.2994  0.952
H1 -4.6639 0.8859 -0.2909  0.077
H2 -4.6080 -0.8471 0.0521  0.061
H3 0.5747 -2.1613 -1.3591  0.183
H4 3.1397 -0.8649 1.2021  0.089
H5 3.3242 -0.7977 -0.5239  0.070
H6 2.5021 -2.2904 0.0151  0.086
H7 0.3954 2.7729 -1.1398  0.047
H8 1.0299 1.9698 0.5014  0.066
H9 -0.6860 1.8589 -0.2183  0.008
H10 0.8167 -0.2599 1.1066  0.122

Verdict on stability: (w) comes out on top.

(w)
Molecular formula: C5H8NO2
Method: DFT, ωB97M-V with the def2-TZVPD basis set

The structure (SMILES) is [NH3+][C@@]1(O)C=CCC1=O. As for the total charge: +1.

Each line ends with the Löwdin charge.
Geometry (Å):
N1 1.4700 0.7288 -0.9514  0.281
C1 0.5379 0.2456 0.2420  -0.361
O1 1.3573 0.4887 1.3273  0.073
C2 -0.7392 1.1597 0.3423  0.022
C3 -1.8083 0.3708 0.2251  -0.012
C4 -1.4651 -1.1498 0.1886  -0.064
C5 0.0132 -1.2305 0.0864  -0.330
O2 0.7028 -2.1518 -0.1959  0.179
H1 0.9628 0.9677 -1.8046  0.178
H2 2.1920 0.0809 -1.2520  0.166
H3 2.1323 1.4231 -0.6503  0.161
H4 1.8754 -0.2192 1.6835  0.123
H5 -0.5523 2.2555 0.4433  0.142
H6 -2.8878 0.5262 0.2669  0.126
H7 -1.8313 -1.8542 0.8706  0.111
H8 -1.9596 -1.6414 -0.8217  0.203

(x)
Molecular formula: C5H8NO2
Method: DFT, ωB97M-V with the def2-TZVPD basis set

As for the total charge: +1.

Each line ends with the Löwdin charge.
Geometry (Å):
C1 2.4046 -0.2681 0.0061  -0.008
C2 -0.9233 0.4297 0.1968  -0.353
C3 1.2381 -0.4208 -0.6798  -0.005
C4 -0.2468 -0.6931 0.2217  -0.232
C5 -0.2964 1.7735 -0.2126  0.014
N1 -0.5735 -1.9200 0.5918  0.110
O1 3.2819 0.0156 0.6545  0.376
O2 -2.1938 0.5175 0.5289  0.154
H1 0.9997 0.5288 -1.1460  0.103
H2 1.3745 -1.1049 -1.4930  0.149
H3 0.6016 1.7708 0.4076  0.092
H4 -1.1888 2.4052 0.1103  0.133
H5 -0.1565 1.8600 -1.3102  0.111
H6 -0.9046 -2.0722 1.5607  0.145
H7 -2.6792 -0.2184 0.7100  0.080
H8 -0.7374 -2.6038 -0.1468  0.130

Verdict on stability: (w) comes out on top.

(w)
Molecular formula: C9H11N4
Method: DFT, ωB97M-V with the def2-TZVPD basis set

The structure (SMILES) is C[C@@H]1CN1/C=N\C1=C=CC=NC1=[NH2+]. As for the total charge: +1.

Each line ends with the Löwdin charge.
Geometry (Å):
C1 3.2298 -0.3732 -0.8837  -0.046
C2 2.2401 0.6631 -0.3380  -0.235
C3 2.2282 0.6104 1.1334  -0.035
N1 1.1286 0.0298 0.3793  -0.021
C4 0.7651 -1.3081 0.4098  -0.137
N2 -0.4743 -1.5805 0.3344  0.160
C5 -1.3533 -0.4901 0.0399  -0.158
C6 -0.9239 0.8033 0.0956  0.195
C7 -1.5868 1.9735 -0.0204  -0.005
C8 -2.9458 1.6812 -0.0876  -0.120
N3 -3.4590 0.5097 -0.1134  0.141
C9 -2.7748 -0.6157 0.0334  -0.286
N4 -3.3262 -1.8043 -0.3299  0.184
H1 2.8727 -1.1632 -1.5537  0.088
H2 3.6450 -0.9433 0.0070  0.097
H3 4.0177 0.2002 -1.3934  0.094
H4 2.1174 1.5975 -1.0395  0.194
H5 2.8699 -0.2151 1.5098  0.130
H6 2.1626 1.4319 1.8366  0.134
H7 1.3913 -2.1079 0.7646  0.150
H8 -1.2128 2.9343 0.0076  0.103
H9 -3.4773 2.6387 -0.2199  0.148
H10 -2.9476 -2.7019 0.1211  0.166
H11 -4.1868 -1.7705 -0.6932  0.057

(x)
Molecular formula: C9H11N4
Method: DFT, ωB97M-V with the def2-TZVPD basis set

As for the total charge: +1.

Each line ends with the Löwdin charge.
Geometry (Å):
C1 3.3281 0.9874 -0.7067  0.003
C2 2.8457 -0.2911 -0.9340  -0.049
C3 2.5885 2.0369 -0.1148  -0.008
C4 1.6028 -0.6519 -0.5276  0.058
C5 1.2742 1.7564 0.2420  0.037
C6 -2.9742 2.0480 2.0930  -0.086
C7 -1.6328 1.9211 1.8116  -0.036
C8 0.8088 0.4156 0.1053  -0.170
C9 -0.4904 0.1454 0.4364  0.074
N1 -3.6124 1.0086 1.5345  0.062
N2 -2.7824 0.1983 0.9836  0.094
N3 -1.4809 0.7663 1.0842  -0.048
N4 -2.8121 -2.3707 -0.5903  -0.012
H1 4.3177 1.1904 -1.1592  0.139
H2 3.4540 -0.9917 -1.5257  0.137
H3 3.0544 2.9380 0.1058  0.099
H4 1.2061 -1.5946 -0.5789  0.101
H5 0.6481 2.4709 0.8650  0.125
H6 -3.4688 2.8692 2.7008  0.148
H7 -0.8412 2.4968 2.3173  0.135
H8 -0.8947 -0.7942 -0.0829  0.152
H9 -3.7390 -2.4501 -0.9748  0.007
H10 -3.0144 -2.2126 0.4241  0.014
H11 -2.2721 -3.2305 -0.7680  0.024

Verdict on stability: (x) comes out on top.

(w)
Molecular formula: C6H19NO4
Method: DFT, ωB97M-V with the def2-TZVPD basis set

The structure (SMILES) is CCCCNCC=O.O.O.O. As for the total charge: 0.

Each line ends with the Löwdin charge.
Geometry (Å):
C1 2.5025 -0.8709 -2.0218  -0.136
C2 1.5999 0.2600 -2.4457  -0.277
C3 0.1762 -0.1185 -2.7801  -0.223
C4 -0.3751 -1.1078 -1.7645  -0.171
N1 -0.5717 -0.5143 -0.3603  -0.039
C5 -1.7418 0.2027 -0.0569  -0.227
C6 -1.6078 1.3648 0.8447  -0.238
O1 -0.6215 1.5497 1.5067  0.044
H1 2.7163 -1.6599 -2.6951  0.053
H2 2.2176 -1.3261 -0.9678  0.117
H3 3.5459 -0.5430 -2.0404  0.074
H4 2.0106 0.7494 -3.4028  0.135
H5 1.7231 1.0260 -1.6159  0.093
H6 -0.0405 -0.6124 -3.7868  0.135
H7 -0.3180 0.8524 -2.8816  0.105
H8 -1.3576 -1.3922 -2.0859  0.097
H9 0.2474 -2.0309 -1.6440  0.117
H10 0.1557 -0.1974 0.1381  0.006
H11 -2.2913 -0.5101 0.6209  0.118
H12 -2.2752 0.6573 -0.9866  0.161
H13 -2.4829 2.0551 0.8229  0.138
O2 2.1109 1.2264 0.6974  0.037
H14 1.4803 1.5685 1.2065  -0.056
H15 1.7341 1.3993 -0.1172  -0.037
O3 0.3844 -0.9587 2.7143  -0.020
H16 0.5285 -0.3292 1.9612  0.032
H17 0.3126 -1.7307 2.2331  0.007
O4 -2.3284 -0.6744 2.8094  -0.029
H18 -2.1459 -1.3201 2.1684  -0.008
H19 -1.4443 -0.5820 3.1183  -0.007

(x)
Molecular formula: C6H19NO4
Method: DFT, ωB97M-V with the def2-TZVPD basis set

The structure (SMILES) is CCN[C@@H](C=O)CC.O.O.O. As for the total charge: 0.

Each line ends with the Löwdin charge.
Geometry (Å):
C1 0.9734 -3.1439 1.8064  -0.103
C2 0.8961 -1.6112 1.5987  -0.253
N1 0.2873 -1.4276 0.2636  -0.073
C3 -0.2517 -0.1295 -0.1724  -0.282
C4 0.9665 0.5676 -0.8858  -0.145
O1 1.0940 1.7900 -0.9274  0.009
C5 -1.5296 -0.3989 -1.0067  -0.211
C6 -2.6731 0.5978 -0.9553  -0.103
H1 1.1603 -3.4138 2.8032  0.041
H2 0.1399 -3.6847 1.4886  0.039
H3 1.8731 -3.5286 1.2171  0.089
H4 0.5448 -0.8826 2.3573  0.111
H5 2.0271 -1.3173 1.6390  0.115
H6 0.8946 -1.8344 -0.4539  0.044
H7 -0.3534 0.5592 0.6604  0.090
H8 1.6709 0.0791 -1.5530  0.107
H9 -1.8277 -1.4527 -0.8830  0.104
H10 -1.1937 -0.4468 -2.0860  0.119
H11 -2.8360 1.0363 0.0384  0.071
H12 -2.5112 1.2621 -1.7952  0.065
H13 -3.5868 -0.0612 -1.1027  0.089
O2 -0.5774 3.8379 0.1500  -0.070
H14 -0.8342 3.3002 -0.6160  0.046
H15 0.3949 3.8937 0.0070  0.070
O3 1.6558 -2.3584 -2.0194  -0.050
H16 1.0688 -3.1546 -1.9145  0.096
H17 2.5524 -2.5458 -1.8498  0.031
O4 -0.8799 1.9101 1.9555  -0.097
H18 -0.8814 2.7453 1.4427  -0.007
H19 -0.9263 2.2695 2.8669  0.059

Verdict on stability: (x) comes out on top.